# 1
2 unconnected molecules or ions with the total composition C5H7O2S in a non-equilibrium geometry, computed with ωB97M-V/def2-TZVPD.

Geometry (Å):
C: 1.1781 -0.8586 2.7734
C: 1.8143 -0.1452 1.8953
C: -0.4457 -0.1405 -0.3800
C: 0.3880 0.8630 -0.4087
C: -1.5636 -0.5250 -1.3736
O: -0.8822 2.7403 -1.5959
O: 0.5114 1.0301 -2.9028
S: 0.4892 2.0846 -1.8047
H: 1.3215 -1.1811 3.8300
H: 0.0971 -0.9382 2.5987
H: 2.8705 -0.0271 1.6369
H: -0.4607 -0.7950 0.5445
H: -1.1317 -1.4093 -1.8210
H: -1.7574 0.1615 -2.1471
H: -2.4289 -0.8594 -0.8450

Values from the calculation:
Energy relative to the best compared isomer or geometry (same formula, charge and spin) ... 6.496 eV
HOMO energy (alpha / beta) ... -3.815 / -3.506 eV
Kohn-Sham gap (alpha / beta) ... 7.4 / 6.8 eV
Net charge ... -1
Multiplicity ... 1
E_LUMO (alpha / beta) ... 3.556 / 3.255 eV
Energy ... -743.182501 Eh



# 2
2 unconnected molecules or ions with the total composition C5H7O3 in a non-equilibrium geometry, computed with ωB97M-V/def2-TZVPD.

Geometry (Å):
C: -0.2701 1.7600 -0.7835
C: 0.1522 0.5697 -0.4129
C: 3.4653 0.0395 0.1161
C: -1.6793 -0.5697 1.0665
C: -0.9932 -0.5200 -0.3281
O: 3.2274 -0.9614 -0.3736
O: 3.8016 0.9873 0.6586
O: -0.3597 -1.8187 -0.5904
H: -1.1402 2.3664 -1.1019
H: 0.6193 2.4391 -0.9139
H: -1.0157 -0.5406 1.9449
H: -2.0453 -1.5548 1.0961
H: -2.4254 0.1796 1.2747
H: -1.9026 -0.5822 -0.9634
H: 0.5657 -1.7945 -0.6891

Values from the calculation:
Energy relative to the best compared isomer or geometry (same formula, charge and spin) ... 3.296 eV
HOMO energy ... -2.460 eV
Kohn-Sham gap ... 5.9 eV
Net charge ... -1
Multiplicity ... 1
E_LUMO ... 3.465 eV
Energy ... -420.380553 Eh



# 3
2 unconnected molecules or ions with the total composition C5H7O3PS2 in a non-equilibrium geometry, computed with ωB97M-V/def2-TZVPD.

Geometry (Å):
C: 3.3994 0.9981 1.4339
C: 2.2788 0.3001 1.0466
C: -1.4578 -3.2318 -1.1110
C: 2.0727 -1.1139 1.4938
C: -0.1430 -2.4241 -1.5064
O: -3.0544 -5.5127 -1.8101
O: -0.4885 -5.6306 -2.4203
O: -2.4061 -2.7585 -0.5205
P: -1.7547 -4.7648 -2.1943
S: 3.8076 2.5501 1.0581
S: 1.0464 0.9797 0.1780
H: 4.1615 0.4967 1.9519
H: 2.4466 -1.8351 0.6470
H: 1.0084 -1.1820 1.5543
H: 2.6143 -1.4079 2.3167
H: 0.7086 -3.2975 -1.6337
H: 0.2467 -1.7091 -0.8189
H: -0.1186 -1.8897 -2.5110

Values from the calculation:
HOMO energy (alpha / beta) ... -0.762 / -1.522 eV
Kohn-Sham gap (alpha / beta) ... 5.8 / 6.5 eV
Net charge ... -2
Multiplicity ... 3
E_LUMO (alpha / beta) ... 5.075 / 4.999 eV
Energy ... -1558.173343 Eh



# 4
A molecular structure, C5H7O3Rb in a non-equilibrium geometry, computed with ωB97M-V/def2-TZVPD.

Geometry (Å):
O: 1.3894 1.5146 -0.2711
C: 0.2798 1.1529 0.3259
O: -0.1409 -0.0888 0.0113
Rb: -2.7346 -2.0740 -1.0484
O: -0.2737 1.8316 1.1539
C: 2.0464 0.6806 -1.2478
H: 2.4014 -0.2376 -0.7541
H: 1.3066 0.4202 -2.0294
C: 3.1691 1.4475 -1.8232
H: 3.0508 2.5175 -1.9935
H: 3.9900 0.9143 -2.2993
C: -4.0949 -2.3362 2.2732
C: -3.2607 -1.4764 2.4699
H: 0.4397 -0.7199 0.5011
H: -5.0189 -2.8609 2.0790
H: -2.5493 -0.6854 2.6525

Values from the calculation:
Energy relative to the best compared isomer or geometry (same formula, charge and spin) ... 0.833 eV
HOMO energy (alpha / beta) ... -11.385 / -13.899 eV
Kohn-Sham gap (alpha / beta) ... 7.4 / 9.9 eV
Net charge ... +1
Multiplicity ... 2
E_LUMO (alpha / beta) ... -4.018 / -4.023 eV
Energy ... -444.174288 Eh



# 5
A molecular structure, C5H7O3Tl in a non-equilibrium geometry, computed with ωB97M-V/def2-TZVPD.

Geometry (Å):
O: -1.0900 -1.0917 0.1708
C: -1.3720 0.0965 0.6938
C: -0.4826 -1.9816 1.1546
O: -0.2840 1.3938 -1.2358
O: -1.4175 -0.0190 1.9874
C: -0.8802 -1.2929 2.4541
H: 0.5968 -2.0369 0.9894
H: -0.9287 -2.9673 0.9965
H: -0.0292 -1.0675 3.1046
H: -1.6734 -1.8109 3.0020
Tl: -0.8788 -0.4341 -2.4844
C: 2.0721 2.0075 -2.1181
H: 2.4872 1.0059 -1.9527
H: 2.7345 2.7086 -2.6353
C: 0.7361 2.2190 -1.9982
H: 0.4097 3.2706 -2.1287

Values from the calculation:
Energy relative to the best compared isomer or geometry (same formula, charge and spin) ... 3.149 eV
HOMO energy ... -7.755 eV
Kohn-Sham gap ... 7.9 eV
Multiplicity ... 1
E_LUMO ... 0.111 eV
Energy ... -592.769509 Eh



# 6
A molecular structure, C5H7O4Ru in a non-equilibrium geometry, computed with ωB97M-V/def2-TZVPD.

Geometry (Å):
O: 1.1395 -0.8011 -0.2451
C: 2.5709 -0.4211 0.1068
O: 2.5734 0.8039 -0.0859
O: -0.7309 1.6880 0.9003
C: -1.5161 1.4881 -0.3023
C: -2.3510 0.2355 -0.2438
O: -1.6271 -0.9851 -0.5266
C: -0.9604 -1.6275 0.5350
C: 0.4537 -1.9852 0.1124
Ru: 0.5154 1.1204 -0.4432
H: -2.1995 2.3398 -0.4965
H: -3.1413 0.2757 -1.0104
H: -2.8331 0.1151 0.7513
H: -1.4871 -2.5576 0.8134
H: -0.9211 -0.9726 1.4188
H: 0.4253 -2.6544 -0.7618
H: 0.9831 -2.4871 0.9355

Values from the calculation:
HOMO energy (alpha / beta) ... -7.333 / -9.211 eV
Kohn-Sham gap (alpha / beta) ... 8.0 / 7.3 eV
Multiplicity ... 6
E_LUMO (alpha / beta) ... 0.626 / -1.890 eV
Energy ... -590.295174 Eh